[1]
{"formula": "C19H35NNiO2P2", "method": "the ωB97M-V functional and the def2-TZVPD basis", "total_charge": 0, "spin_multiplicity": 3, "s_squared": 2.015, "homo_lumo_gap_ev": [4.54, 7.09], "homo_ev": [-4.05, -7.18], "symbols": ["P", "P", "C", "C", "H", "H", "H", "H", "C", "H", "H", "H", "C", "H", "H", "H", "C", "H", "H", "H", "C", "H", "H", "H", "Ni", "C", "C", "C", "C", "C", "C", "C", "C", "C", "H", "H", "H", "H", "H", "H", "H", "H", "H", "H", "H", "H", "H", "H", "H", "O", "C", "C", "C", "C", "O", "N", "H", "H", "H", "H"], "xyz": [[2.306, 0.349, -0.890], [-0.717, -0.234, -2.422], [2.114, -0.056, -2.691], [0.774, 0.251, -3.349], [2.406, -1.103, -2.858], [2.873, 0.559, -3.188], [0.691, 1.307, -3.646], [0.677, -0.342, -4.261], [-1.067, -1.938, -2.908], [-2.029, -2.212, -2.463], [-0.297, -2.606, -2.506], [-1.111, -2.016, -4.003], [-1.993, 0.851, -3.043], [-1.720, 1.193, -4.051], [-2.104, 1.702, -2.357], [-2.931, 0.281, -3.072], [3.659, -0.724, -0.419], [3.822, -0.595, 0.655], [4.566, -0.452, -0.968], [3.396, -1.766, -0.627], [2.945, 2.025, -0.902], [2.171, 2.716, -1.253], [3.821, 2.084, -1.550], [3.225, 2.289, 0.125], [0.288, -0.021, -0.638], [1.546, 0.512, -6.240], [1.493, -0.837, -6.201], [2.617, -1.726, -6.630], [4.048, -1.249, -6.216], [4.152, -0.472, -4.941], [4.171, 0.875, -4.870], [3.811, 1.783, -6.006], [2.626, 1.306, -6.907], [1.202, 0.236, 1.098], [0.710, 1.128, -5.878], [0.562, -1.373, -5.972], [2.606, -1.853, -7.722], [2.474, -2.739, -6.229], [4.657, -2.157, -6.073], [4.511, -0.720, -7.063], [4.315, -1.099, -4.055], [4.583, 1.407, -4.000], [4.686, 1.956, -6.652], [3.548, 2.777, -5.616], [2.136, 2.216, -7.290], [3.031, 0.800, -7.795], [0.521, 1.022, 1.475], [2.215, 0.514, 1.424], [0.954, -0.728, 1.582], [-2.197, 1.981, 0.009], [-2.330, 0.820, 0.375], [-3.465, 0.303, 1.244], [-3.167, -1.160, 1.454], [-1.919, -1.444, 0.643], [-1.384, -2.535, 0.530], [-1.490, -0.247, 0.064], [-3.479, 0.875, 2.178], [-4.418, 0.458, 0.728], [-2.972, -1.382, 2.507], [-3.973, -1.806, 1.098]]}


[2]
{"formula": "C5H14N", "method": "the ωB97M-V functional and the def2-TZVPD basis", "total_charge": 1, "homo_lumo_gap_ev": 6.38, "homo_ev": -14.80, "symbols": ["C", "C", "C", "C", "C", "N", "H", "H", "H", "H", "H", "H", "H", "H", "H", "H", "H", "H", "H", "H"], "xyz": [[-1.895, 1.724, 0.921], [0.497, -0.778, 1.070], [0.680, -1.129, -0.371], [-0.499, -0.923, -1.335], [1.990, -0.513, -0.896], [-0.527, 1.625, 0.719], [-2.258, 1.061, 1.729], [-2.242, 2.727, 1.152], [1.440, -0.751, 1.615], [0.103, 0.370, 1.109], [0.818, -2.222, -0.371], [-1.283, -1.657, -1.174], [-0.176, -0.937, -2.373], [-0.920, 0.074, -1.229], [2.823, -0.918, -0.324], [2.140, -0.719, -1.953], [1.940, 0.572, -0.755], [-0.179, -1.416, 1.640], [-0.022, 2.517, 0.775], [-2.430, 1.294, 0.050]]}


[3]
{"formula": "C5H10O2", "method": "the ωB97M-V functional and the def2-TZVPD basis", "total_charge": 0, "homo_lumo_gap_ev": 8.62, "homo_ev": -8.25, "symbols": ["C", "C", "O", "C", "C", "C", "O", "H", "H", "H", "H", "H", "H", "H", "H", "H", "H"], "xyz": [[1.969, 0.936, 0.280], [0.815, 0.088, -0.228], [1.076, -1.244, 0.076], [-0.529, 0.532, 0.401], [-1.825, 0.053, -0.149], [-1.985, -1.162, -0.833], [-1.136, -2.047, -1.072], [1.827, 1.996, 0.041], [2.078, 0.826, 1.366], [2.897, 0.593, -0.183], [0.671, 0.250, -1.308], [0.354, -1.761, -0.375], [-0.170, 0.082, 1.627], [-0.593, 1.578, 0.713], [-2.686, 0.690, 0.012], [-0.973, -0.229, 1.288], [-3.014, -1.323, -1.210]]}


[4]
{"formula": "C3H10S4", "method": "the ωB97M-V functional and the def2-TZVPD basis", "total_charge": 0, "homo_lumo_gap_ev": 7.07, "homo_ev": -7.91, "symbols": ["C", "S", "S", "H", "H", "H", "H", "C", "S", "S", "C", "H", "H", "H", "H", "H", "H"], "xyz": [[0.207, 3.421, 0.657], [1.363, 2.065, 0.345], [0.209, 1.119, -1.099], [-0.776, 3.085, 0.992], [0.065, 3.955, -0.283], [0.608, 4.113, 1.397], [0.103, -0.183, -0.323], [-1.338, 0.071, 1.631], [-0.415, -1.228, 0.966], [-0.892, -2.350, -0.985], [0.830, -2.882, -0.770], [-1.923, 0.702, 0.930], [-1.994, -0.380, 2.365], [-0.596, 0.721, 2.091], [0.968, -3.462, 0.133], [1.162, -3.466, -1.626], [1.544, -2.035, -0.737]]}


[5]
{"formula": "C29H26ClFN4O5RhS", "method": "the ωB97M-V functional and the def2-TZVPD basis", "total_charge": 1, "homo_lumo_gap_ev": 6.05, "homo_ev": -9.41, "symbols": ["Rh", "S", "C", "C", "C", "C", "C", "N", "H", "H", "H", "H", "F", "C", "C", "C", "C", "O", "C", "C", "N", "C", "C", "C", "C", "C", "C", "N", "C", "C", "N", "C", "C", "C", "O", "O", "H", "H", "H", "H", "H", "H", "H", "H", "H", "H", "H", "H", "H", "H", "H", "H", "H", "H", "Cl", "C", "C", "C", "C", "C", "C", "C", "O", "O", "H", "H", "H", "H"], "xyz": [[-3.957, -0.427, -0.227], [-5.966, 0.774, 0.028], [-6.771, -0.694, -0.438], [-8.120, -0.971, -0.618], [-8.451, -2.279, -0.909], [-7.458, -3.258, -0.995], [-6.143, -2.889, -0.822], [-5.832, -1.611, -0.572], [-8.865, -0.194, -0.512], [-9.490, -2.550, -1.056], [-7.703, -4.292, -1.194], [-5.316, -3.584, -0.869], [1.945, 2.455, -0.884], [1.722, 1.160, -0.570], [0.479, 0.634, -0.746], [0.264, -0.719, -0.474], [-1.085, -1.269, -0.585], [-1.989, -0.565, -1.079], [-1.269, -2.592, -0.126], [-0.177, -3.341, 0.177], [1.096, -2.878, 0.161], [2.193, -3.804, 0.362], [2.207, -5.057, -0.453], [3.193, -3.966, -0.743], [1.328, -1.527, -0.071], [2.590, -0.953, 0.139], [2.795, 0.391, -0.091], [4.075, 0.956, 0.178], [4.180, 2.349, 0.572], [5.450, 2.538, 1.376], [6.621, 2.115, 0.517], [6.480, 0.678, 0.072], [5.172, 0.544, -0.679], [-2.632, -3.199, 0.015], [-2.748, -4.411, -0.041], [-3.615, -2.390, 0.239], [-0.338, 1.243, -1.114], [-0.306, -4.384, 0.438], [2.544, -3.866, 1.385], [1.401, -5.200, -1.161], [2.555, -5.960, 0.027], [3.036, -3.383, -1.642], [4.229, -4.117, -0.470], [3.406, -1.557, 0.516], [3.336, 2.625, 1.199], [4.188, 3.033, -0.288], [5.461, 1.902, 2.258], [5.606, 3.576, 1.665], [7.502, 2.256, 1.010], [6.643, 2.712, -0.313], [6.473, 0.073, 0.976], [7.344, 0.426, -0.539], [5.047, -0.493, -0.980], [5.215, 1.151, -1.600], [-0.296, 7.071, 1.069], [-1.129, 5.552, 0.913], [-2.345, 5.506, 0.248], [-2.974, 4.283, 0.077], [-2.399, 3.126, 0.593], [-1.206, 3.196, 1.298], [-0.558, 4.412, 1.454], [-3.006, 1.796, 0.347], [-2.987, 0.898, 1.216], [-3.540, 1.535, -0.790], [-2.782, 6.416, -0.140], [-3.913, 4.221, -0.456], [-0.794, 2.293, 1.734], [0.381, 4.482, 1.986]]}


[6]
{"formula": "C4H6O2Pt", "method": "the ωB97M-V functional and the def2-TZVPD basis", "total_charge": 1, "spin_multiplicity": 4, "s_squared": 3.768, "homo_lumo_gap_ev": [7.30, 7.77], "homo_ev": [-12.10, -14.30], "symbols": ["O", "C", "H", "H", "C", "C", "C", "O", "Pt", "H", "H", "H", "H"], "xyz": [[-1.736, 2.608, -0.008], [-0.823, 2.253, 0.801], [-2.084, 3.510, 0.123], [-0.621, 3.018, 1.574], [-0.831, -1.046, -0.550], [0.503, -1.421, -0.830], [1.502, -1.745, 0.219], [1.467, -0.339, 0.117], [-0.129, 0.434, 0.680], [0.829, -1.589, -1.865], [-1.659, -1.286, -1.223], [2.446, -2.156, -0.163], [1.134, -2.241, 1.126]]}


[7]
{"formula": "C8H10", "method": "the ωB97M-V functional and the def2-TZVPD basis", "total_charge": 0, "homo_lumo_gap_ev": 8.02, "smiles": "C=C/C(C#CC)=C/C", "homo_ev": -7.93, "symbols": ["C", "C", "C", "C", "C", "C", "C", "C", "H", "H", "H", "H", "H", "H", "H", "H", "H", "H"], "xyz": [[-0.847, 2.675, -0.221], [-1.501, 1.480, 0.301], [-0.859, 0.272, 0.194], [0.589, 0.032, -0.178], [1.792, -0.289, -0.111], [3.200, -0.001, 0.097], [-1.633, -0.856, -0.178], [-1.345, -2.285, -0.117], [-1.494, 3.496, -0.128], [0.314, 2.695, -0.821], [-2.671, 1.194, 0.576], [3.514, 1.179, -0.045], [3.840, -0.549, -0.649], [3.468, -0.485, 1.207], [-2.699, -0.443, 0.055], [-1.633, -2.798, 0.872], [-0.364, -2.438, 0.106], [-1.672, -2.880, -0.960]]}


[8]
{"formula": "C33H60Br18HgN3O3", "method": "the ωB97M-V functional and the def2-TZVPD basis", "total_charge": -1, "homo_lumo_gap_ev": 3.81, "homo_ev": -3.07, "symbols": ["Hg", "C", "C", "C", "C", "C", "C", "N", "O", "C", "C", "C", "H", "H", "H", "H", "H", "H", "H", "H", "H", "H", "H", "H", "H", "H", "H", "H", "H", "H", "C", "C", "C", "C", "C", "C", "N", "O", "C", "C", "C", "H", "H", "H", "H", "H", "H", "H", "H", "H", "H", "H", "H", "H", "H", "H", "H", "H", "H", "C", "C", "C", "C", "C", "C", "N", "O", "C", "C", "C", "H", "H", "H", "H", "H", "H", "H", "H", "H", "H", "H", "H", "H", "H", "H", "H", "H", "H", "C", "Br", "Br", "Br", "H", "C", "Br", "Br", "Br", "H", "C", "Br", "Br", "Br", "H", "C", "Br", "Br", "Br", "H", "C", "Br", "Br", "Br", "H", "C", "Br", "Br", "Br", "H"], "xyz": [[-0.995, -0.283, -1.453], [-2.389, -0.685, 3.391], [-3.653, -0.489, 2.570], [-4.595, 0.404, 3.505], [-4.246, 1.928, 3.504], [-4.130, 2.391, 2.030], [-3.107, 1.563, 1.200], [-3.463, 0.103, 1.213], [-2.602, -0.717, 0.271], [-1.630, 2.162, 1.450], [-3.397, 1.938, -0.202], [-4.514, -1.704, 2.337], [-2.504, -0.896, 4.454], [-1.806, 0.232, 3.482], [-1.770, -1.466, 2.950], [-4.530, 0.116, 4.555], [-5.590, 0.361, 3.063], [-3.237, 2.075, 3.890], [-4.955, 2.557, 4.041], [-3.805, 3.431, 1.993], [-5.127, 2.330, 1.595], [-0.702, 1.636, 1.227], [-1.516, 2.386, 2.511], [-1.392, 3.120, 0.987], [-4.316, 1.461, -0.542], [-2.636, 1.745, -0.958], [-3.686, 2.984, -0.308], [-5.556, -1.472, 2.113], [-4.759, -2.321, 3.201], [-4.243, -2.382, 1.529], [1.221, 2.040, -1.821], [2.093, 1.395, -0.830], [2.316, 2.363, 0.383], [2.743, 1.764, 1.677], [1.927, 0.509, 1.963], [1.844, -0.581, 0.793], [1.367, 0.136, -0.425], [1.179, -0.880, -1.478], [0.607, -1.430, 1.268], [3.215, -1.352, 0.899], [3.469, 1.223, -1.495], [1.660, 2.982, -2.151], [0.209, 2.162, -1.434], [1.116, 1.517, -2.772], [1.345, 2.843, 0.504], [3.115, 3.028, 0.054], [2.665, 2.491, 2.485], [3.739, 1.357, 1.500], [0.989, 0.735, 2.470], [2.433, -0.001, 2.783], [0.992, -2.009, 2.108], [0.206, -2.105, 0.512], [-0.191, -0.706, 1.430], [3.208, -2.187, 0.199], [3.428, -1.741, 1.895], [4.089, -0.792, 0.563], [3.321, 0.603, -2.379], [4.200, 0.577, -1.008], [3.979, 2.153, -1.744], [-3.205, -2.924, -4.723], [-2.230, -2.282, -3.670], [-0.771, -2.568, -4.307], [-0.546, -1.561, -5.427], [-0.728, -0.063, -5.066], [-2.138, 0.299, -4.476], [-2.438, -0.796, -3.464], [-3.417, -0.468, -2.500], [-3.181, 0.406, -5.612], [-1.915, 1.657, -3.728], [-2.155, -3.124, -2.409], [-3.236, -2.553, -5.747], [-4.217, -2.633, -4.442], [-3.348, -4.004, -4.742], [-0.708, -3.594, -4.669], [0.036, -2.319, -3.617], [-1.309, -1.715, -6.190], [0.394, -1.805, -5.923], [-0.643, 0.434, -6.032], [0.166, 0.259, -4.532], [-2.989, 1.260, -6.262], [-4.136, 0.697, -5.176], [-3.219, -0.551, -6.132], [-2.898, 2.065, -3.496], [-1.405, 2.417, -4.320], [-1.547, 1.510, -2.713], [-2.767, -2.774, -1.577], [-1.182, -3.046, -1.925], [-2.252, -4.197, -2.573], [0.081, -3.802, 5.053], [1.123, -2.201, 5.096], [-1.846, -3.510, 5.462], [0.557, -5.076, 6.412], [0.120, -4.324, 4.097], [5.366, -1.558, -4.710], [4.359, 0.044, -5.099], [4.954, -2.172, -2.885], [7.236, -1.181, -4.889], [4.939, -2.320, -5.362], [-1.413, 2.739, 6.072], [-0.901, 3.811, 7.726], [-2.708, 1.332, 6.553], [0.096, 2.053, 4.869], [-2.009, 3.393, 5.435], [6.815, 5.053, -1.196], [5.648, 4.146, 0.201], [5.905, 6.838, -1.527], [6.953, 3.988, -2.819], [7.806, 5.342, -0.846], [3.679, -5.026, 1.723], [2.021, -5.535, 2.653], [4.635, -6.666, 1.234], [4.839, -4.001, 3.024], [3.376, -4.389, 0.891], [4.880, 1.240, 4.446], [3.579, 1.683, 5.949], [5.998, -0.361, 4.886], [5.937, 2.877, 3.900], [4.328, 0.956, 3.550]]}


[9]
{"formula": "C26H47ClN8O5PS", "method": "the ωB97M-V functional and the def2-TZVPD basis", "total_charge": 1, "homo_lumo_gap_ev": 6.91, "homo_ev": -10.54, "symbols": ["O", "P", "O", "S", "N", "C", "N", "C", "C", "C", "C", "C", "N", "N", "C", "C", "C", "Cl", "C", "C", "C", "C", "N", "C", "C", "C", "C", "H", "H", "H", "H", "H", "H", "H", "H", "H", "H", "H", "H", "H", "H", "H", "H", "H", "H", "H", "H", "H", "H", "H", "H", "H", "H", "C", "C", "O", "N", "C", "H", "H", "H", "H", "H", "H", "H", "C", "C", "O", "N", "C", "H", "H", "H", "H", "H", "H", "H", "C", "C", "O", "N", "C", "H", "H", "H", "H", "H", "H", "H"], "xyz": [[-2.415, -3.113, -1.218], [-1.949, -2.285, -2.503], [-0.349, -2.027, -2.481], [-2.322, -3.374, -4.061], [-2.777, -0.777, -2.756], [-2.962, 0.068, -1.650], [-2.822, 1.357, -1.904], [-3.035, 2.423, -0.950], [-1.980, 3.275, -0.679], [-2.054, 4.344, 0.209], [-3.314, 4.504, 0.815], [-4.304, 3.597, 0.453], [-4.223, 2.591, -0.401], [-3.361, -0.435, -0.445], [-4.822, -0.415, -0.199], [-5.494, -1.755, -0.673], [-6.759, -1.407, -1.497], [-7.959, -0.467, -0.572], [-2.491, -0.265, 0.732], [-0.989, -0.596, 0.578], [-0.156, 0.660, 0.200], [1.387, 0.374, 0.166], [1.844, 0.722, -1.177], [1.887, 1.997, -1.662], [2.314, 1.996, -2.965], [2.588, 0.611, -3.318], [2.286, -0.082, -2.182], [-3.126, -3.720, -1.488], [0.001, -2.859, -2.107], [-2.252, -0.275, -3.475], [-2.557, 1.658, -2.838], [-1.025, 3.095, -1.185], [-1.218, 5.009, 0.409], [-3.485, 5.319, 1.516], [-5.278, 3.729, 0.941], [-5.044, -0.287, 0.866], [-5.328, 0.370, -0.778], [-4.850, -2.298, -1.384], [-5.717, -2.430, 0.162], [-6.403, -0.864, -2.387], [-7.180, -2.347, -1.879], [-2.888, -0.910, 1.531], [-2.561, 0.762, 1.145], [-0.760, -1.462, -0.054], [-0.634, -0.864, 1.589], [-0.468, 1.040, -0.776], [-0.295, 1.397, 1.007], [1.584, -0.677, 0.415], [1.928, 0.997, 0.893], [1.640, 2.932, -1.161], [2.417, 2.862, -3.611], [2.936, 0.195, -4.256], [2.319, -1.147, -1.958], [-4.721, -6.196, 1.398], [-5.469, -6.057, 0.094], [-6.362, -5.235, -0.057], [-5.120, -6.883, -0.926], [-4.097, -7.915, -0.940], [-5.112, -5.473, 2.109], [-4.858, -7.196, 1.810], [-3.658, -5.998, 1.250], [-5.661, -6.736, -1.764], [-3.373, -7.685, -1.724], [-4.564, -8.874, -1.166], [-3.582, -7.984, 0.012], [4.051, 2.125, 5.229], [3.613, 1.734, 3.840], [2.484, 1.983, 3.423], [4.510, 1.093, 3.057], [5.880, 0.716, 3.372], [3.228, 2.627, 5.731], [4.321, 1.240, 5.805], [4.898, 2.810, 5.181], [4.153, 0.862, 2.144], [6.546, 1.194, 2.651], [5.974, -0.368, 3.275], [6.158, 1.012, 4.378], [7.166, 4.202, 0.244], [7.960, 2.952, 0.530], [7.451, 1.963, 1.043], [9.273, 2.949, 0.199], [10.051, 4.012, -0.412], [6.139, 4.050, 0.563], [7.579, 5.048, 0.795], [7.169, 4.418, -0.825], [9.739, 2.082, 0.418], [10.466, 3.650, -1.354], [10.873, 4.276, 0.255], [9.448, 4.893, -0.602]]}


[10]
{"formula": "C4H5ClFNO", "method": "the ωB97M-V functional and the def2-TZVPD basis", "total_charge": 0, "homo_lumo_gap_ev": 10.06, "smiles": "CC#[N+][O-].C=C(F)Cl", "homo_ev": -9.52, "symbols": ["C", "C", "N", "O", "H", "H", "H", "C", "C", "F", "Cl", "H", "H"], "xyz": [[1.540, -1.533, -1.132], [0.184, -1.161, -1.212], [-0.943, -1.127, -0.942], [-2.101, -0.938, -0.635], [2.171, -0.626, -0.889], [1.910, -1.854, -2.022], [1.689, -2.226, -0.377], [-0.655, 0.929, 1.571], [-0.877, 2.044, 0.928], [-1.876, 2.890, 1.217], [0.168, 2.713, -0.251], [-1.255, 0.701, 2.442], [0.045, 0.187, 1.301]]}


[11]
{"formula": "C2H2O3", "method": "the ωB97M-V functional and the def2-TZVPD basis", "total_charge": 0, "homo_lumo_gap_ev": 9.37, "homo_ev": -9.04, "symbols": ["C", "C", "O", "O", "O", "H", "H"], "xyz": [[-0.691, -1.371, 0.811], [0.654, 0.471, -0.098], [-1.461, -0.491, 0.733], [-0.152, -2.383, 0.811], [1.009, 0.880, -1.304], [0.040, 1.172, 0.582], [0.601, 1.722, -1.535]]}


Q: Which ΔE to the lowest compared entry with this formula, charge and spin values were calculated for the entries above? A: 0.0000 5.7184 5.2097 1.8516 2.7506 0.0000 7.1780 0.0877 1.6513 3.7473 2.6184, in eV.